{"formula": "C40H120N15O10P5S5", "method": "wB97M-V/def2-TZVPD", "e_tot_ev": -186875.359, "gap_ev": 8.143, "e_lumo_ev": 0.10, "e_homo_ev": -8.047, "symbols": ["O", "C", "H", "N", "N", "H", "O", "H", "H", "H", "H", "H", "H", "H", "N", "H", "H", "H", "C", "H", "H", "N", "H", "P", "H", "H", "H", "H", "H", "N", "N", "P", "H", "H", "O", "H", "H", "H", "N", "H", "N", "H", "C", "S", "H", "C", "H", "H", "C", "H", "C", "C", "C", "H", "H", "H", "H", "H", "H", "O", "C", "H", "H", "C", "H", "O", "S", "C", "H", "H", "H", "H", "H", "C", "C", "H", "H", "H", "H", "H", "H", "S", "H", "C", "C", "H", "H", "C", "C", "P", "C", "H", "C", "P", "H", "H", "C", "H", "H", "H", "C", "C", "H", "H", "H", "C", "H", "C", "H", "O", "C", "C", "H", "H", "C", "H", "H", "H", "S", "H", "H", "H", "H", "N", "H", "H", "C", "H", "H", "H", "C", "C", "H", "S", "H", "H", "H", "H", "H", "C", "H", "H", "H", "H", "H", "H", "H", "C", "O", "C", "P", "H", "C", "H", "N", "H", "C", "N", "H", "H", "H", "C", "H", "H", "H", "O", "C", "H", "H", "H", "C", "H", "N", "H", "H", "H", "N", "C", "H", "H", "O", "H", "H", "H", "H", "O", "H", "H", "C", "H", "H", "H", "N", "N", "H"], "coordinates": [[0.683533, 3.034241, 4.979704], [-2.063149, 0.292878, 4.326126], [4.604127, -0.734690, 5.835689], [5.840859, 0.219763, -3.720463], [1.257542, -0.192173, -1.533251], [-6.291673, -2.747206, 4.811311], [3.779917, -3.826199, -2.820971], [-6.870856, -1.882441, 3.376400], [4.565289, 3.122951, 4.663526], [8.523266, 3.499679, -4.528622], [-0.188921, -1.865866, 2.120456], [-2.086437, -2.431384, 3.835392], [3.808146, -0.329672, -3.885888], [-3.228017, -2.678214, -7.419185], [-3.325943, -1.477107, -5.714211], [-6.956310, 7.887335, 1.233621], [5.168560, -6.424960, -2.400336], [-4.053446, 0.275067, 8.346082], [-6.485101, 6.942862, 1.508476], [-5.343055, 0.937483, -3.754365], [-5.708455, 2.323811, 6.383064], [-5.453055, 6.573785, 0.542915], [-7.011747, 0.280748, -3.805238], [0.552153, -0.249201, 0.015016], [-1.706734, -3.083979, -3.565348], [5.113006, 2.072059, 6.007622], [-7.293833, 6.197392, 1.466740], [-4.821806, -1.977969, -7.067562], [-0.703666, 4.068773, 2.529530], [-2.705002, -0.837333, 4.992620], [6.656284, 2.631526, -4.417157], [5.519045, 1.887080, -3.430096], [-5.256339, 2.194469, 2.214774], [-2.033403, 0.860274, 0.610594], [-3.262824, -0.347254, -3.275764], [4.381415, -5.737095, 0.497495], [-4.913245, 2.270639, -0.093135], [4.508887, 1.622289, -0.416179], [1.406767, -1.454555, 0.763191], [5.485249, -2.511038, -1.613459], [-5.544062, -1.107978, -4.295806], [-1.031931, -1.859304, -1.896285], [8.088246, 2.583150, -4.121690], [3.943078, -4.975061, -3.787041], [5.350675, 4.000409, -1.229289], [-2.795778, 6.705149, -0.709725], [-2.745123, 1.139552, 4.383404], [-4.353660, -3.325891, -6.123109], [-3.664201, 0.869763, 7.516970], [-6.105466, 3.698624, 2.895956], [4.468675, 2.143785, 5.128363], [-2.042780, 0.165512, -0.230667], [1.889812, 3.531246, 2.700789], [1.756006, -3.647420, 5.993770], [3.153774, -2.564527, 0.803431], [7.251101, -2.557834, -1.143274], [5.211728, -1.443385, 4.345699], [2.401337, -6.207165, 2.860662], [7.661099, -0.009598, -2.671889], [4.130383, 2.152728, -3.834531], [-1.299609, -2.077466, -0.863897], [-6.147622, -3.110634, -4.625841], [8.584293, 1.734189, -4.592157], [-2.043965, 4.448891, -0.097783], [-2.049018, 0.220840, -5.844339], [7.291011, -4.828133, 0.337198], [0.736959, 2.421959, 3.605817], [-2.558798, -3.704978, -3.844906], [-3.958065, -3.694755, -1.640008], [7.243708, -1.461920, -3.532156], [-6.634220, 7.253540, -1.016383], [-6.200261, 1.121989, 5.277395], [1.391877, -1.651725, 2.844888], [1.724007, -4.320290, 5.141778], [-1.964870, -2.086174, 4.870222], [-1.092703, 0.514643, 4.768281], [2.121931, 1.213360, -2.912304], [1.315864, -5.276644, 5.471117], [4.593396, -4.271876, 1.307225], [-5.526277, -3.814342, -2.510651], [3.256528, -1.146404, -0.281467], [5.013936, 0.830568, 3.987083], [3.424451, 2.134557, 5.451258], [4.805083, -0.734543, -4.067878], [-5.801215, 1.242384, 6.286893], [6.004286, -2.105687, 0.064632], [-6.554543, 5.497300, -0.919901], [-6.027760, 0.263782, -4.270888], [6.301199, 3.478878, -1.409747], [-4.240577, -0.887142, 5.650075], [-0.767336, 3.013421, 2.789864], [-2.351950, -2.346406, -0.866725], [0.870614, -2.055001, 1.965237], [-3.872055, -1.365870, -4.146680], [-2.484435, -3.948067, -4.907416], [-7.281398, -2.158176, -3.820860], [-5.145321, -0.109884, 3.154368], [-4.813776, -0.676401, 2.279688], [-7.325130, -1.222907, 4.902279], [-5.176636, 6.407177, -1.550963], [4.502723, -0.722894, 4.747815], [-3.938131, -2.456403, -6.629627], [-0.934034, -1.984730, 5.209056], [-6.456916, 3.186670, -0.053749], [-4.565902, 0.758572, 3.442446], [4.314212, -6.622393, -3.047079], [5.311622, 2.685692, -6.071402], [-4.593658, -3.251690, -2.408247], [4.531307, -7.234318, -3.917217], [0.618000, 1.091043, 0.658788], [-6.518761, -1.767811, 4.405041], [4.600769, -4.685068, 0.294358], [-1.878152, 7.153603, -0.307084], [3.483326, -0.941925, 4.444683], [6.219010, -2.688623, -0.827908], [-4.955767, -2.306766, -1.988941], [-2.416535, -2.894252, 5.446083], [-2.646764, 0.568187, 7.271622], [6.157764, -4.533948, -0.609421], [1.321405, -2.301479, -1.771359], [7.827584, -0.072784, -4.381039], [-2.368770, 3.482430, 0.276851], [-4.389078, 3.404131, 3.096326], [-3.798881, -2.963425, -3.595505], [6.894802, 3.996690, -2.157046], [-5.993523, 0.653585, -5.298584], [-5.230357, 3.261763, 2.410641], [3.069526, -6.895010, 4.307694], [5.961888, -5.687161, -4.874840], [0.323456, 1.259522, -2.797240], [-5.366145, 3.264034, -0.037043], [2.874169, -1.524095, 0.661847], [6.793036, 3.535666, -0.436783], [3.366361, -4.499423, 4.305187], [0.811520, -1.387006, -3.190915], [-6.101648, 6.955410, 2.524843], [6.813826, 1.826455, -6.375914], [6.144925, 1.153946, 0.028617], [4.839290, -0.942631, -5.143511], [3.239338, -6.123315, 3.557155], [-1.253781, -1.382771, -6.075993], [3.218795, -0.918521, 1.507805], [-5.068409, 3.776238, -0.951374], [-0.673015, -2.865236, -0.445928], [-3.662559, 1.930881, 7.758585], [1.047877, -3.930180, 4.379018], [8.272347, 2.557139, -3.050969], [-6.546948, -2.094501, -4.632682], [6.489529, 0.843519, 3.765331], [6.371646, 2.673397, -5.833427], [-4.269134, 5.509375, 1.180167], [-3.573448, 7.455467, -0.644443], [1.257504, 1.056308, -2.262579], [-1.769300, 4.290385, -1.144576], [-5.274852, -0.987360, 4.321093], [-2.268204, -0.755879, -7.334869], [-5.966780, 6.416237, -0.802854], [-3.083753, 5.456637, -0.011275], [2.751495, 3.647992, 3.352589], [2.512496, -1.422602, -2.701132], [1.081398, -3.127652, 1.995147], [-2.151190, -0.779865, -6.251576], [5.413570, -4.064672, -5.389535], [-6.502685, 0.788206, 6.988396], [3.470239, -6.966222, -2.457205], [3.464535, -3.401138, 3.277862], [7.156283, -0.376902, -3.572567], [-2.009594, -0.015639, 3.274780], [4.794387, -1.658830, -3.486767], [5.283022, 0.248770, -1.249521], [5.575369, -4.726459, -4.538447], [1.359642, 4.478196, 2.631677], [-4.917424, 3.958892, 1.159967], [-3.044676, -0.241395, -0.340997], [-1.779807, 0.724112, -1.137185], [-2.621791, -4.656832, -3.321981], [5.982422, 2.118786, -1.836438], [5.454037, 1.231927, -0.812536], [1.387234, 1.888470, -1.565411], [-1.625019, 2.855309, 3.435853], [-4.418343, -2.054858, 6.540610], [-7.067141, -1.952502, -5.581558], [4.188995, -6.286760, 3.052264], [3.798884, -4.223616, -0.280584], [-6.151827, 0.216318, 2.870310], [-3.761075, 5.938603, 2.503705], [-2.580754, 6.485680, -1.760846], [2.196070, 3.131336, 1.736751], [1.487548, -1.381674, -2.324966], [-1.171817, 4.864952, 0.411655], [6.840685, 3.548347, -6.292790], [6.308296, -4.216970, -3.913810], [-1.003257, -0.866004, -0.089624], [-4.488186, 0.608030, 6.321417], [-0.801960, 2.464659, 1.845750]], "forces_ev_per_a": [[0.2078, -0.4001, -0.1049], [-1.2167, -0.8556, -0.1789], [-0.0509, 0.0980, 0.0033], [-0.5386, -0.4077, 0.8864], [-0.2131, -0.1702, 1.1933], [-0.3488, 0.0335, 0.3374], [0.1148, -1.1399, 0.0733], [0.0441, -0.2980, -0.0086], [0.5386, -0.1933, -0.3052], [0.2009, -0.0209, 0.0768], [-0.0359, 0.0087, -0.3832], [0.7776, 0.0114, -0.1514], [0.1876, 0.3851, -0.1111], [-0.0255, -0.4202, 0.0396], [0.6675, -0.0763, 0.2762], [0.2726, 0.1944, 0.0974], [0.1515, -0.5450, -0.0401], [0.2251, 0.1393, 0.2422], [-0.4406, -0.6639, -0.3675], [-0.0320, -0.3563, 0.4384], [0.0581, -0.0254, 0.5514], [1.1223, -0.0854, 0.6188], [-0.0916, 0.2618, -0.2075], [1.0231, -0.0240, -0.8760], [0.2932, -0.4607, 0.1695], [-0.0328, 0.2582, 0.0620], [-0.0707, -0.0303, 0.1693], [0.0806, -0.0652, -0.3804], [0.1097, 0.0780, 0.3870], [0.1292, 0.0925, 1.3726], [-0.1025, 0.2512, 1.1597], [0.8908, -2.4220, -0.6479], [-0.5790, 0.1249, -0.0560], [0.0932, -0.1237, 0.0533], [0.4268, 0.2169, -0.4489], [0.1436, -0.1445, -0.6276], [-0.1280, -0.1273, 0.1055], [-0.0833, -0.1454, -0.0139], [-0.6393, -0.2854, -1.1503], [0.1620, 0.3484, -0.0916], [0.8126, -0.3158, 0.5951], [-0.0369, -0.4565, -0.2966], [-0.3221, 0.5685, -0.2100], [-0.0357, 0.6308, -0.3690], [0.1550, 0.3744, -0.2696], [1.2350, -0.2857, -0.0853], [0.3313, 0.2048, 0.1583], [0.5588, -0.2357, 0.0802], [-0.3746, -0.3017, -0.5568], [-0.2875, -0.5509, -0.0108], [0.5352, -0.2859, 0.8963], [0.8241, 0.6464, -0.4664], [-0.3306, -0.3459, 0.2567], [0.4153, 0.1239, -0.1305], [0.1902, 0.1234, 0.0857], [-0.0615, 0.2560, -0.1442], [-0.2029, -0.0853, -0.2194], [0.1303, 0.2245, -0.1938], [-0.1232, -0.0166, 0.1493], [-0.1132, 0.3720, 0.0926], [1.1465, 0.7825, 0.0082], [0.3699, 0.1922, -0.2867], [0.0410, -0.0138, -0.0504], [-0.0574, 0.6723, -0.2640], [0.0472, -0.0169, 0.0482], [-0.7146, -0.2382, -0.4772], [-0.0568, 1.1200, 0.2134], [-0.7215, 0.2861, -0.3008], [-0.1599, -0.2219, 0.0086], [-0.8508, -0.0694, 0.0006], [0.0654, 0.0516, -0.0468], [-0.1610, -0.2020, 0.0993], [-0.0257, 0.0515, 0.0128], [-0.1483, -0.5017, -0.9854], [-0.9810, -0.3446, -0.2782], [0.0584, 0.1020, -0.1320], [-0.0676, -0.6311, -0.2538], [0.2884, -0.1024, 0.0106], [0.5259, 0.5552, -0.2349], [0.3540, -0.5101, -0.5645], [-0.1768, 0.0912, -0.0318], [-1.3197, 0.4384, -2.0924], [-0.0655, -0.7406, -0.2236], [-0.9004, 0.5385, -0.3367], [0.2467, -0.3377, -0.8748], [0.0011, -0.2959, 0.2060], [-0.0844, 0.0556, -0.0339], [0.7810, 0.0719, -0.6364], [-1.1274, 0.1634, 0.4242], [-0.0559, -0.5796, -1.2059], [0.3856, -0.1452, -0.7580], [-0.0585, 0.1482, 0.4516], [0.5506, 0.0422, 0.7504], [-1.6573, -1.0297, -0.5721], [0.1039, 0.0573, -0.0040], [-0.3229, 0.3461, -0.1567], [-0.9968, -0.7930, 0.7501], [0.6536, 0.2699, 0.0085], [0.0295, -0.2155, 0.4587], [0.0355, -0.0193, 0.0718], [0.5969, 0.4327, 0.9238], [-0.7595, 1.2503, 0.3610], [0.1473, 0.1311, -0.3415], [-0.0419, -0.2171, -0.0195], [0.2991, -0.0405, -0.4908], [0.2241, 1.5909, 0.4853], [-0.0746, 0.0729, 0.3539], [0.2070, 0.7777, 0.7613], [0.0123, -0.2443, 0.1576], [-0.5433, -0.3285, -0.3081], [0.6045, 0.5628, -0.8627], [-0.3343, -0.1731, 0.6202], [-0.0152, 0.0781, 0.0289], [0.0191, -0.0058, -0.0973], [-0.4673, -1.2917, -0.2167], [0.2123, 0.0337, 0.0951], [-0.1389, 0.3407, 0.3290], [0.0567, -0.0180, 0.2772], [0.7366, 1.0831, 1.2031], [-0.0081, 0.0622, 0.1957], [-0.0732, -0.1671, -0.2065], [0.0346, 0.1216, 0.3884], [-0.1138, 0.0947, 0.0959], [-0.7479, 0.5397, -0.5014], [-0.0926, 0.0810, 0.0128], [-0.7968, 0.0857, 0.0387], [1.1185, 0.8470, -0.0185], [0.2760, 0.2346, 0.2982], [0.0542, 0.0776, -0.1072], [0.0271, -0.2428, -0.2506], [0.1006, 0.3085, -0.1093], [-0.9248, 0.2512, 0.8883], [0.3647, -0.5283, -0.1500], [0.3698, 1.0033, 1.3789], [0.0720, -0.0990, -0.0623], [0.1662, 0.2248, -0.0701], [-0.0334, -0.2447, 0.2063], [0.1437, -0.0370, -0.1039], [0.0238, -0.3854, 0.0211], [-0.8465, -0.0577, -0.5221], [0.2094, 0.2898, 0.1518], [0.7338, -0.1472, -0.1779], [0.1150, 0.1656, 0.1509], [-0.1518, -0.3094, -0.3018], [-0.0900, 0.0274, -0.0271], [0.0055, 0.1268, 0.0327], [-0.0321, -0.0858, -0.0040], [0.0450, -0.7509, 0.7836], [-0.0920, 0.1349, 1.0068], [0.2615, -0.0277, -0.6897], [0.5075, -0.1665, -0.8557], [-0.1627, -0.1894, 0.1737], [0.1954, 1.1943, 0.4076], [-0.0412, 0.0834, -0.0606], [-0.1221, -0.0798, 0.5450], [-0.0343, 0.4324, -0.0027], [-0.2861, -0.2157, 0.0410], [-2.0888, 0.6182, -0.3348], [0.0047, -0.0850, 0.0301], [-0.0525, 0.0421, 0.0445], [-0.1346, -0.0569, -0.1875], [-0.2077, -0.8815, 0.0754], [-0.0635, -0.1462, -0.0974], [-0.0799, 0.2928, 0.2226], [-0.1288, -0.0548, -0.1870], [-0.4172, -1.0993, 0.1882], [1.1024, 1.1260, 0.0739], [0.6004, 0.4950, -0.1457], [0.5436, -0.0562, -0.0378], [-0.0071, -0.0242, 0.0956], [-0.0821, 0.0464, -0.4485], [0.1992, 0.0965, -0.1495], [0.3978, 0.0407, 0.2402], [0.1138, -0.3141, -0.0398], [-0.6897, 0.2795, -0.0042], [0.3124, 0.1193, 0.2488], [1.0398, 0.2593, -0.9831], [-0.3404, 0.2671, -0.0006], [-0.2658, -0.1670, 0.2145], [0.0716, -0.2162, 0.0315], [-0.0672, 0.1816, -0.1282], [0.0894, 0.3196, -0.0865], [-0.0204, -0.0349, -0.0178], [0.0716, -0.1749, -0.2078], [0.0230, 0.3487, 0.1513], [-0.8674, -0.4114, -0.1696], [-0.1462, 0.0429, -0.0568], [-0.2285, -0.0568, -0.0529], [-0.0744, -0.0138, -0.4290], [0.2660, -0.5891, 0.1444], [-0.1095, 0.1961, 0.1911], [-0.2873, -0.2506, 0.5317], [-1.0940, 0.0750, 1.1049], [0.4195, 0.5637, -0.0533], [-0.2833, -0.1533, 0.1271]], "mulliken_charge": [-0.76, -1.32, 0.54, 0.65, 1.02, 0.31, -0.36, 0.47, 0.30, 0.35, 0.51, 0.35, -0.16, 0.50, 0.26, 0.33, 0.18, 0.30, -1.05, 0.20, 0.33, 0.11, 0.35, 0.27, 0.21, 0.38, 0.33, 0.25, 0.61, 0.46, 0.16, 0.36, 0.13, -0.43, -1.00, 0.49, 0.25, 0.30, 0.56, -0.51, 0.48, 0.10, -1.21, 0.36, 0.34, -1.26, 0.19, 0.43, -1.02, 0.23, -1.10, -0.56, -0.73, 0.34, -0.76, 0.47, 0.34, 0.31, 0.43, -0.96, -1.03, 0.35, 0.33, -0.81, 0.27, -0.71, 0.78, -1.00, 0.52, 0.21, 0.40, 0.23, -0.12, -0.72, -1.19, 0.54, 0.21, 0.49, -0.01, 0.30, 0.03, 0.72, 0.35, -0.49, -0.89, 0.44, 0.23, -1.07, -1.14, 0.25, -0.81, 0.41, -0.56, 0.62, 0.26, 0.42, -1.13, 0.50, 0.31, 0.31, -0.87, -1.24, 0.30, 0.30, -0.10, -0.94, 0.31, -1.30, 0.46, -0.73, -1.20, -0.55, 0.30, 0.03, -0.33, 0.38, 0.44, 0.29, 0.42, 0.28, 0.19, -0.11, 0.38, 0.30, 0.41, 0.30, -1.04, 0.46, 0.43, 0.16, -1.11, 0.48, 0.32, 0.35, 0.39, 0.34, 0.29, 0.40, 0.38, -1.05, 0.32, 0.05, 0.39, 0.22, 0.38, -0.01, 0.39, -1.19, -0.71, -1.04, 0.33, 0.45, -0.92, 0.39, 0.31, 0.49, -0.98, 0.70, 0.20, -0.42, 0.01, -1.12, 0.33, 0.25, 0.32, -0.34, -0.95, 0.34, 0.06, -0.26, -0.86, 0.41, 0.77, 0.46, 0.25, 0.46, 0.55, -0.62, 0.14, 0.29, -0.90, 0.34, 0.31, 0.16, 0.67, -0.95, 0.33, 0.10, -0.79, 0.32, 0.37, 0.17, 0.76, 0.49, -0.18]}